1.
DFT (ωB97M-V/def2-TZVPD) results for an isolated ion of composition C4H8N3OS and charge +1.

Calculated values
2S+1 = 1
Net charge = +1
ΔE to the lowest compared entry with this formula, charge and spin = 48.1 kcal per mole
Gap between HOMO and LUMO = 9.05 eV
E_tot = -21622.67400 eV
HOMO = -12.51 eV
Max |F| = 0.098 Eh/bohr

Atoms and positions in Å:
H 2.91070 -2.53611 0.72967
N 2.08189 -1.98472 0.35988
C 1.38734 -2.06420 -0.64838
S 1.01191 -2.93777 -2.06192
N 0.05922 -0.83743 -0.76643
C -0.16165 0.15754 0.00560
O 0.51527 0.21551 1.14497
C -1.08562 1.15950 -0.34749
C -1.65023 2.26990 0.28036
N -1.40166 2.54366 1.53081
H 2.14066 -3.59574 -2.25434
H -0.45192 -0.90305 -1.59830
H 1.07594 -0.58553 1.12345
H -1.56652 0.78315 -1.26939
H -2.33337 2.88789 -0.23327
H -1.67031 3.52775 1.91046
H -0.86165 1.89965 2.09433

Cartesian forces (eV/Å) of the 6 atoms listed first:
-1.6 0.7 -1.2
0.7 -0.2 0.4
-1.5 2.0 0.9
-0.6 -0.2 -0.7
3.2 -3.9 -0.1
-0.2 2.4 2.4

=====

2.
DFT (ωB97M-V/def2-TZVPD) results for a 2-piece molecular cluster, C4H8N3S overall.

Calculated values
2S+1 = 1
Net charge = +1
ΔE to the lowest compared entry with this formula, charge and spin = 36.8 kcal per mole
Gap between HOMO and LUMO = 8.91 eV
E_tot = -19575.65992 eV
HOMO = -13.05 eV
Max |F| = 0.080 Eh/bohr

Atoms and positions in Å:
C -1.14611 0.35848 1.00094
C -0.59356 -0.52219 1.92881
C 0.90684 -0.19615 0.44017
C 2.20773 -0.09074 -0.28192
N -0.18602 0.47366 0.03903
N 0.64754 -0.80168 1.54736
N 3.16083 -0.74394 0.16762
S -2.60999 0.48500 -2.50169
H -2.11140 0.83686 1.35400
H -0.87736 -1.01088 2.81571
H 2.08095 0.77593 -1.03913
H 1.31294 -1.52710 1.90694
H 3.97989 -0.62142 -0.37968
H -0.36683 1.10512 -0.79127
H -3.52002 -0.21018 -3.21930
H -2.88543 1.68923 -2.98758

Cartesian forces (eV/Å) of the 6 atoms listed first:
-0.9 -1.7 3.6
-1.3 0.8 -0.2
1.1 1.4 -3.2
-2.4 2.1 -0.3
-1.2 2.0 -0.5
2.2 -2.2 0.4

=====

3.
DFT (ωB97M-V/def2-TZVPD) results for an isolated ion of composition C4H8N3S and charge +1.

Calculated values
2S+1 = 1
Net charge = +1
ΔE to the lowest compared entry with this formula, charge and spin = 91.7 kcal per mole
Gap between HOMO and LUMO (spin up / spin down) = 7.76 / 7.76 eV
E_tot = -19573.27936 eV
HOMO (spin up / spin down) = -13.65 / -13.65 eV
Max |F| = 0.042 Eh/bohr

Atoms and positions in Å:
C -0.57790 0.96292 0.91275
C 0.90705 1.00872 0.49456
C -0.65305 -1.49066 0.48799
C 0.90283 0.10888 -2.17313
N 0.30519 -1.62741 -0.61911
N 0.56952 -0.93722 -1.54944
N -1.32283 -0.28585 0.75491
S 1.36411 1.49686 -1.21831
H -0.57877 1.19745 1.98479
H -1.11796 1.76967 0.41223
H 1.38432 1.80650 1.06592
H 1.43003 0.08412 0.73211
H -1.34897 -2.32681 0.36435
H 0.00013 -1.76547 1.33064
H 0.93571 0.16872 -3.24355
H -2.19942 -0.17043 0.26328

Cartesian forces (eV/Å) of the 6 atoms listed first:
0.0 0.3 0.4
-0.2 0.0 -0.4
-1.2 0.1 1.0
-0.1 0.8 1.0
1.8 -0.6 -1.0
-0.8 -0.3 0.7

=====

4.
DFT (ωB97M-V/def2-TZVPD) results for an isolated ion of composition C4H8N3S and charge +1.

Calculated values
2S+1 = 1
Net charge = +1
ΔE to the lowest compared entry with this formula, charge and spin = 101.2 kcal per mole
Gap between HOMO and LUMO = 7.84 eV
E_tot = -19572.86653 eV
HOMO = -12.78 eV
Max |F| = 0.101 Eh/bohr

Atoms and positions in Å:
C -0.97670 1.46970 -0.33075
C -2.43572 -0.34630 -0.35456
C 1.95518 -0.31939 -0.57524
C 2.78421 0.53700 0.35334
N 0.14322 1.03700 -0.67765
N 0.79933 -0.00702 -0.92826
N -3.15482 -1.37473 -0.05749
S -2.01425 0.72981 0.84503
H -1.07445 2.61519 -0.54942
H -1.73123 -0.40594 -1.18917
H 2.37242 -1.05753 -1.17181
H 2.17099 0.73885 1.22704
H 2.77825 1.44354 -0.21714
H 3.79406 0.26554 0.52851
H -3.67765 -1.23296 0.80852
H -3.48038 -2.16389 -0.62912

Cartesian forces (eV/Å) of the 6 atoms listed first:
2.2 4.7 0.0
1.4 -2.2 0.3
1.5 1.0 1.2
-2.0 -0.1 -0.7
0.1 1.8 -1.0
-1.5 -1.6 -0.4

=====

5.
DFT (ωB97M-V/def2-TZVPD) results for an isolated ion of composition C4H8N3S and charge +1.

Calculated values
2S+1 = 1
Net charge = +1
ΔE to the lowest compared entry with this formula, charge and spin = 36.1 kcal per mole
Gap between HOMO and LUMO = 9.99 eV
E_tot = -19575.68897 eV
HOMO = -13.64 eV
Max |F| = 0.137 Eh/bohr

Atoms and positions in Å:
N -0.08055 -0.02625 -2.15228
C 0.89588 -0.13309 -0.73190
S 2.00011 1.39780 -0.39396
C 0.06071 -0.16123 0.42590
N -1.25636 -0.54406 0.42214
C -1.75448 -0.48427 1.66608
C -0.74821 -0.07828 2.49651
N 0.32991 0.15756 1.68069
H 0.33701 -0.60353 -2.80257
H -0.01146 0.98502 -2.47227
H 1.49370 -0.90244 -0.89587
H 3.13961 1.37184 -1.07563
H -1.69011 -0.47592 -0.54095
H -2.79858 -0.74423 1.93481
H -0.77483 0.17864 3.50796
H 1.19854 0.53167 1.87114

Cartesian forces (eV/Å) of the 6 atoms listed first:
0.5 2.9 5.0
-1.7 5.4 -4.2
-1.4 0.0 0.4
-3.4 -0.8 1.2
1.6 0.9 -3.1
-1.3 -0.2 1.7

=====

6.
DFT (ωB97M-V/def2-TZVPD) results for C4H8N4 as an isolated structure.

Calculated values
2S+1 = 1
ΔE to the lowest compared entry with this formula, charge and spin = 154.2 kcal per mole
Gap between HOMO and LUMO = 8.81 eV
E_tot = -10231.55487 eV
HOMO = -7.84 eV
Max |F| = 0.099 Eh/bohr

Atoms and positions in Å:
C -0.77341 -0.74258 0.09741
C 0.10182 0.60872 -0.96335
C -2.12849 -0.89181 0.00040
C 0.10879 0.62874 -2.28293
N 0.02234 -1.36693 1.08743
N 0.92154 1.34072 -0.08208
N 1.22646 -0.57462 1.23772
N 0.81004 0.78267 1.20240
H -2.76061 -1.52405 0.62193
H -2.55804 -0.33095 -0.90470
H 0.92671 1.34708 -2.56678
H -0.52104 0.00662 -2.94190
H -0.42642 -1.53132 2.08372
H 1.90603 1.49774 -0.50212
H 1.81265 -0.71839 2.06878
H 1.33163 1.46834 1.84406

Cartesian forces (eV/Å) of the 6 atoms listed first:
-1.2 2.2 -1.0
-1.4 -3.9 2.9
1.7 1.4 -2.2
0.8 0.7 0.2
0.7 0.0 2.4
0.9 0.0 -1.4

=====

7.
DFT (ωB97M-V/def2-TZVPD) results for one molecule with the formula C4H8N4.

Calculated values
2S+1 = 1
ΔE to the lowest compared entry with this formula, charge and spin = 34.1 kcal per mole
Gap between HOMO and LUMO = 9.67 eV
E_tot = -10236.76231 eV
HOMO = -8.81 eV
Max |F| = 0.071 Eh/bohr

Atoms and positions in Å:
H 0.74745 -2.11222 1.46356
N -0.28842 -1.98817 1.35521
C -0.20889 -1.11209 0.40057
N -1.27434 -0.54061 -0.18934
C -1.18277 0.79317 -0.77824
C -0.29960 1.50185 0.28838
N 0.97474 0.90211 0.00906
C 1.14253 -0.41296 -0.09657
N 2.15207 -1.04358 -0.54950
H 2.03959 -2.04623 -0.40151
H -1.98113 -1.15161 -0.56427
H -2.19319 1.07210 -0.75369
H -0.72631 0.78572 -1.84179
H -0.20300 2.55868 0.19575
H -0.55935 1.37055 1.34157
H 1.86062 1.42330 0.12083

Cartesian forces (eV/Å) of the 6 atoms listed first:
-1.0 -0.8 0.8
2.1 0.9 -1.9
1.5 -0.1 0.9
-1.2 -0.3 -1.2
1.1 -0.9 0.6
0.2 -0.2 -1.1

=====

8.
DFT (ωB97M-V/def2-TZVPD) results for one molecule with the formula C4H8N4.

Calculated values
2S+1 = 1
ΔE to the lowest compared entry with this formula, charge and spin = 76.8 kcal per mole
Gap between HOMO and LUMO = 10.17 eV
E_tot = -10234.91341 eV
HOMO = -9.31 eV
Max |F| = 0.065 Eh/bohr

Atoms and positions in Å:
C 2.39459 0.71495 0.05985
N 1.61794 -0.11111 0.61245
N 0.19927 0.06966 0.79524
N -0.45879 -0.80853 1.61378
C -0.46283 0.39532 -0.43614
C -0.87460 -0.79647 -1.29669
C -1.78665 1.15775 -0.00539
N -2.75228 1.61700 0.41064
H 2.10137 1.50639 -0.63202
H 3.44756 0.61820 0.28117
H -0.45291 -0.49209 2.58001
H -0.13714 -1.77046 1.53261
H 0.10148 1.14336 -0.99489
H -1.50094 -1.47173 -0.71821
H 0.01224 -1.32025 -1.64842
H -1.44831 -0.45200 -2.15401

Cartesian forces (eV/Å) of the 6 atoms listed first:
-0.7 0.1 -0.6
-1.0 -0.5 2.5
2.4 1.1 -1.5
0.0 -0.7 0.1
-3.1 1.1 0.4
0.1 0.2 0.0

=====

9.
DFT (ωB97M-V/def2-TZVPD) results for one molecule with the formula C4H8N4.

Calculated values
2S+1 = 1
ΔE to the lowest compared entry with this formula, charge and spin = 87.3 kcal per mole
Gap between HOMO and LUMO = 8.03 eV
E_tot = -10234.45777 eV
HOMO = -7.26 eV
Max |F| = 0.099 Eh/bohr

Atoms and positions in Å:
N -2.30072 -0.12899 1.54161
C -1.28103 -0.16997 0.46643
C -1.04330 -0.00698 -0.96956
C 0.41816 0.12535 -0.98402
N 1.26182 0.17934 -2.12611
C 0.87943 -0.11170 0.31659
N 2.16184 0.22141 0.68992
N -0.10204 -0.33163 1.12887
H -2.92548 -0.92218 1.67274
H -3.02982 0.61814 1.36360
H -1.86724 0.03189 -1.77571
H 1.43323 1.14197 -2.62662
H 0.62669 -0.41042 -2.72086
H 2.78765 -0.43478 -0.17875
H 2.25394 1.46172 0.53790
H -0.26476 -0.08744 2.11103

Cartesian forces (eV/Å) of the 6 atoms listed first:
-2.1 1.5 -1.7
-1.4 -0.8 -0.9
-0.7 0.1 2.9
-1.8 -0.6 0.9
-0.9 0.5 -2.0
1.8 1.9 -3.8

=====

10.
DFT (ωB97M-V/def2-TZVPD) results for C4H8N4 as an isolated structure.

Calculated values
2S+1 = 1
ΔE to the lowest compared entry with this formula, charge and spin = 103.1 kcal per mole
Gap between HOMO and LUMO = 7.95 eV
E_tot = -10233.77325 eV
HOMO = -7.57 eV
Max |F| = 0.042 Eh/bohr

Atoms and positions in Å:
C -0.41614 0.71283 0.92164
C -0.01009 -0.51205 0.39328
N 0.45051 1.75208 1.00392
N -0.81996 -1.63681 0.57257
C -1.28578 0.67237 -0.64664
C 2.04521 -0.49571 -0.84075
N 1.33092 -0.86354 0.14362
N -2.36811 0.12602 -0.99559
H 1.44467 1.67325 0.82408
H 0.07984 2.67767 1.14262
H -0.88301 -1.99125 1.51653
H -0.62456 -2.40764 -0.05183
H -2.53335 -0.71961 -0.43349
H -1.01750 1.64460 -1.07013
H 1.51474 0.15613 -1.55738
H 3.09261 -0.78833 -0.92245

Cartesian forces (eV/Å) of the 6 atoms listed first:
-0.8 -0.3 -1.6
0.8 -0.2 0.6
0.3 0.1 0.0
-0.7 -0.4 -0.3
-1.3 0.6 1.3
-2.0 0.6 0.5

=====

11.
DFT (ωB97M-V/def2-TZVPD) results for one molecule with the formula C4H8N4.

Calculated values
2S+1 = 1
ΔE to the lowest compared entry with this formula, charge and spin = 47.2 kcal per mole
Gap between HOMO and LUMO = 9.69 eV
E_tot = -10236.19600 eV
HOMO = -8.97 eV
Max |F| = 0.044 Eh/bohr

Atoms and positions in Å:
H -0.57850 -1.31390 1.58158
N -1.26394 -1.82770 1.02289
C -1.48520 -1.42812 -0.15490
N -0.92369 -0.39701 -0.98054
C 0.11707 0.52427 -0.89455
C 0.20100 1.36024 -2.14674
N 0.88813 0.88327 0.07873
N 0.79106 0.12545 1.27653
C 1.67822 0.54477 2.12027
H -2.21811 -1.92267 -0.77983
H -1.42504 -0.34979 -1.87732
H 0.42809 0.71777 -3.00235
H -0.79132 1.79699 -2.33079
H 1.01688 2.09356 -2.00800
H 2.34063 1.39440 1.96654
H 1.71978 0.08867 3.12235

Cartesian forces (eV/Å) of the 6 atoms listed first:
0.0 0.1 -0.7
-0.6 0.0 -0.6
0.9 0.3 0.5
-0.1 -0.3 0.0
-0.5 0.6 0.6
0.4 -0.1 0.2

=====

12.
DFT (ωB97M-V/def2-TZVPD) results for one molecule with the formula C4H8N4O.

Calculated values
2S+1 = 1
ΔE to the lowest compared entry with this formula, charge and spin = 135.0 kcal per mole
Gap between HOMO and LUMO (spin up / spin down) = 6.51 / 6.93 eV
E_tot = -12280.58279 eV
HOMO (spin up / spin down) = -7.70 / -7.94 eV
Max |F| = 0.041 Eh/bohr

Atoms and positions in Å:
C -1.18778 0.70821 -0.57112
C -0.20595 -0.19902 0.53776
C 1.33613 -0.05251 -0.15139
N -1.90498 -0.09056 -1.39902
N -0.26486 0.61035 1.72353
N 2.27437 -0.76645 0.51094
C 1.08879 0.72752 -1.13979
N -0.43164 -1.51574 0.58923
O -1.47412 1.87413 -0.35925
H -1.62214 -1.04472 -1.55268
H -2.63775 0.31762 -1.95585
H 0.50461 0.38683 2.34410
H -0.27132 1.60231 1.51331
H 1.89045 -1.63001 0.88567
H 3.17954 -0.88004 0.08199
H -1.43232 -1.70949 0.59547
H 1.15897 1.66159 -1.65288

Cartesian forces (eV/Å) of the 6 atoms listed first:
-0.5 -0.7 1.4
-1.8 0.8 -0.8
0.1 0.5 -0.9
0.3 0.1 -0.1
0.7 0.1 -0.3
-0.2 -0.2 0.0

=====

13.
DFT (ωB97M-V/def2-TZVPD) results for one molecule with the formula C4H8N4OS.

Calculated values
2S+1 = 1
ΔE to the lowest compared entry with this formula, charge and spin = 69.3 kcal per mole
Gap between HOMO and LUMO (spin up / spin down) = 8.38 / 8.38 eV
E_tot = -23115.77514 eV
HOMO (spin up / spin down) = -8.22 / -8.22 eV
Max |F| = 0.091 Eh/bohr

Atoms and positions in Å:
C -1.56466 0.44104 0.65133
C -0.93898 -0.89940 0.92076
C -1.42696 0.91753 -0.87522
C 0.58516 -0.31259 -0.48989
N 1.28965 -1.40383 -0.81111
N 2.25014 -1.57977 -0.05237
N -0.19818 0.28292 -1.41557
N 2.50711 -0.62790 0.79094
O 2.09693 1.84228 -0.03016
S 1.43413 0.74870 0.71513
H -2.66849 0.47858 0.79819
H -1.01308 1.13585 1.33366
H -0.34634 -0.90832 1.83932
H -1.40171 -1.77487 0.39334
H -2.22299 0.60872 -1.72403
H -1.37708 1.97317 -0.96401
H -0.37414 -0.27347 -2.23800
H 3.36950 -0.64866 1.15771

Cartesian forces (eV/Å) of the 6 atoms listed first:
-0.9 0.2 -0.5
1.5 1.2 -2.7
-0.3 -2.3 -1.8
-3.3 0.4 2.7
0.5 -1.8 -0.7
1.6 -2.1 -1.5

=====

14.
DFT (ωB97M-V/def2-TZVPD) results for an isolated ion of composition C4H8NO and charge -1.

Calculated values
2S+1 = 1
Net charge = -1
ΔE to the lowest compared entry with this formula, charge and spin = 26.1 kcal per mole
Gap between HOMO and LUMO = 5.49 eV
E_tot = -7812.29683 eV
HOMO = -1.29 eV
Max |F| = 0.074 Eh/bohr

Atoms and positions in Å:
C 0.29501 -2.17092 -0.09514
C 0.28305 -0.82127 0.06704
C -1.11544 -0.19699 0.16318
N 1.29469 0.08076 0.04466
C 1.13836 1.48079 -0.20794
O 2.58700 -0.40525 0.14407
H 1.19838 -2.56091 -0.53031
H -0.72172 -2.71957 -0.20164
H -1.09506 0.35284 1.09383
H -1.93149 -0.77650 0.27403
H -1.24602 0.39531 -0.71220
H 1.99426 2.07325 0.20308
H 1.13209 1.72965 -1.27687
H 0.26214 1.79962 0.40932

Cartesian forces (eV/Å) of the 6 atoms listed first:
-0.9 -0.8 -0.5
-1.8 0.8 -0.7
3.3 1.8 0.7
0.9 -1.7 0.7
0.1 0.4 1.5
-0.4 0.5 -0.6

=====

15.
DFT (ωB97M-V/def2-TZVPD) results for an isolated ion of composition C4H8NO and charge +1.

Calculated values
2S+1 = 1
Net charge = +1
ΔE to the lowest compared entry with this formula, charge and spin = 64.4 kcal per mole
Gap between HOMO and LUMO = 11.72 eV
E_tot = -7805.30923 eV
HOMO = -15.37 eV
Max |F| = 0.099 Eh/bohr

Atoms and positions in Å:
C 1.87034 0.10637 -0.08655
C 0.46703 0.21587 0.33982
C -0.52054 -0.88263 0.66712
N -1.59406 -0.11354 -0.03925
C -0.53698 0.79179 -0.59138
O -0.13467 1.40770 0.57582
H 2.09841 1.04978 -0.47788
H 2.18944 -0.70594 -0.77375
H 2.49110 0.07593 0.88440
H -0.27432 -1.74525 0.00025
H -0.89343 -1.13960 1.74237
H -1.96706 -0.61686 -0.89980
H -2.43537 0.38837 0.25980
H -0.75988 1.16800 -1.60096

Cartesian forces (eV/Å) of the 6 atoms listed first:
1.9 -0.9 3.1
0.3 -2.2 -2.7
-1.0 -1.6 2.4
-2.0 -0.9 -4.6
-1.2 0.1 0.5
0.1 3.0 0.5

=====

16.
DFT (ωB97M-V/def2-TZVPD) results for a 2-piece molecular cluster, C4H8NO overall.

Calculated values
2S+1 = 1
Net charge = +1
ΔE to the lowest compared entry with this formula, charge and spin = 131.0 kcal per mole
Gap between HOMO and LUMO (spin up / spin down) = 8.76 / 8.76 eV
E_tot = -7802.42095 eV
HOMO (spin up / spin down) = -13.75 / -13.75 eV
Max |F| = 0.082 Eh/bohr

Atoms and positions in Å:
C 1.00347 0.01710 -0.28107
C 1.92063 0.74174 -0.77815
C -0.23266 -0.65313 -0.19976
C -2.20908 0.72704 -0.14686
N 0.65346 -0.20259 1.09751
O -0.62273 -1.91517 -0.32434
H 2.67560 1.07042 -0.09476
H 1.92597 0.89473 -1.92141
H -1.43789 1.45909 -0.29694
H -2.46191 0.27160 0.89324
H -2.90563 0.49223 -1.02910
H 1.08650 -0.91743 1.60772
H 0.58541 0.56938 1.78140
H 0.01885 -2.55501 -0.30749

Cartesian forces (eV/Å) of the 6 atoms listed first:
-1.5 -1.6 1.0
1.6 1.1 -3.7
-3.9 1.3 -0.4
1.3 -3.5 0.3
-0.4 1.1 1.6
-2.4 3.0 0.2